No. 1
This record from OMol25 describes a molecular structure, C28H73F3MnN6O10S in a non-equilibrium geometry. The level of theory is ωB97M-V/def2-TZVPD.

```
122
Properties=species:S:1:pos:R:3:forces:R:3
Mn -2.1259 1.7967 1.4261 1.0547 -0.9276 -0.9898
C 0.4575 -1.2440 0.5356 0.2966 -1.2379 0.2128
C 0.2683 0.0768 -0.1493 0.3200 0.1045 -0.1076
C -0.3372 -0.1875 -1.5219 -0.7395 0.2983 -0.6538
O -0.4522 0.9302 0.6602 -0.5879 0.8954 0.3118
H -0.5171 -1.6777 0.7793 -0.0671 0.0663 0.0330
H 1.0509 -1.1974 1.4508 -0.1172 0.2484 -0.0082
H 0.9756 -1.9643 -0.1126 -0.0912 0.1079 -0.0152
H 1.2702 0.5012 -0.3566 -0.0129 0.0015 0.1711
H -1.4101 -0.4087 -1.4598 0.1262 -0.2737 0.2162
H 0.1356 -1.0349 -2.0216 0.0571 0.0076 0.0544
H -0.2740 0.6572 -2.2185 0.2388 0.1289 0.2272
C -4.2005 -2.0133 0.3985 0.1700 0.2758 -0.1710
F -3.8943 -2.8696 1.3704 -0.0118 -0.0845 -0.1246
F -3.1340 -1.8666 -0.4076 -0.0287 -0.2003 0.1438
F -5.1993 -2.5002 -0.3310 0.0174 -0.1702 0.1719
S -4.6749 -0.3679 1.0541 -0.2481 0.4911 -0.8755
O -5.1272 0.3081 -0.1432 0.1760 0.0918 -0.1968
O -5.6703 -0.5764 2.0366 -0.2976 -0.3630 0.9595
O -3.3857 0.1682 1.5409 0.0021 -0.1108 0.5029
C 2.1916 -1.2712 5.5757 0.6754 -0.3768 0.6030
C 1.0177 -1.2405 4.6419 0.1482 0.3276 -0.6530
C -0.3162 -1.2120 5.3744 1.2589 0.1330 0.6264
O -1.4023 -1.2248 4.5165 -0.8218 0.2877 -0.2804
C -1.5871 -2.4004 3.7498 0.5922 0.4068 0.1249
N 1.1131 -0.0312 3.8242 -0.3150 0.2489 0.0460
H 2.3347 -0.3395 6.1256 -0.3047 0.0432 0.0206
H 3.1316 -1.4462 5.0471 -0.0831 0.0744 -0.1731
H 2.1150 -2.0955 6.2903 -0.1046 0.0757 0.0566
H 1.0600 -2.1443 4.0146 -0.0020 -0.0448 0.1448
H -0.3318 -0.2661 5.9228 -0.2505 0.0307 -0.0725
H -0.3018 -2.0033 6.1426 -0.3959 -0.2400 -0.2865
H -2.3999 -2.1985 3.0687 -0.3502 -0.1025 0.1012
H -1.7829 -3.2468 4.4123 -0.0737 -0.1748 -0.1780
H -0.7030 -2.5812 3.1281 -0.0430 -0.2994 0.0687
H 2.0213 0.0886 3.3959 0.0141 -0.1639 -0.0329
H 0.4102 -0.0166 3.0938 0.0378 0.0570 -0.0288
C -1.9478 3.3672 -2.4621 -0.2850 0.0292 0.1836
C -3.1715 3.0655 -1.6057 0.1600 0.7090 -0.5078
C -4.3788 2.7747 -2.4773 -0.6363 -0.9075 0.4559
O -4.7183 3.9268 -3.1855 0.2669 0.4432 -0.3244
C -5.6578 3.6916 -4.2053 -0.0660 -0.2742 -0.1933
N -2.8998 1.9849 -0.6457 -0.4241 -0.4970 -0.6043
H -1.1036 3.6300 -1.8226 0.1537 -0.0342 -0.1659
H -2.1876 4.1974 -3.1243 0.1463 0.0608 0.0073
H -1.6962 2.5029 -3.0794 0.1292 -0.0516 0.0460
H -3.4367 4.0009 -1.0987 0.0264 -0.1967 0.3117
H -5.2215 2.4599 -1.8361 0.0972 0.0743 -0.0230
H -4.2063 1.9158 -3.1488 0.2485 0.1645 -0.0584
H -6.6149 3.3583 -3.7880 -0.0127 0.0557 -0.0587
H -5.3006 2.9273 -4.9097 0.0013 -0.0318 0.1375
H -5.7928 4.6065 -4.7764 -0.0463 0.1352 0.1860
H -3.6989 1.3312 -0.6672 -0.1089 0.4368 0.3726
H -2.1735 1.3831 -1.0353 0.2830 0.3303 0.0594
C 5.3974 -4.8198 -0.5556 0.0729 0.8441 0.2541
C 4.0735 -4.0786 -0.6173 -0.4720 -0.8126 -0.4232
C 3.9738 -2.9665 0.3744 0.4161 1.0891 0.0420
O 4.2040 -3.4285 1.6861 -0.0098 -0.6796 0.5401
C 3.2520 -2.9811 2.6041 -0.8489 1.2667 -0.3226
N 3.8718 -3.5417 -1.9714 0.2767 0.0292 0.2107
H 6.2053 -4.0830 -0.6090 0.0492 -0.0928 -0.2038
H 5.4843 -5.4985 -1.4012 0.0851 -0.2676 0.1718
H 5.4975 -5.3028 0.4143 -0.0220 -0.3489 -0.1676
H 3.2623 -4.7832 -0.3724 0.0929 -0.0263 0.0925
H 2.9986 -2.4742 0.2526 0.0482 -0.1552 0.3038
H 4.7333 -2.1926 0.1822 -0.0618 -0.0880 -0.2796
H 2.2375 -3.2908 2.3120 0.0874 -0.2484 0.1439
H 3.2125 -1.8753 2.6009 0.0560 -0.1009 -0.0114
H 3.4397 -3.2428 3.6415 0.4130 -0.5913 -0.1888
H 2.9653 -3.0936 -2.0472 -0.0446 -0.0978 -0.0196
H 3.8772 -4.3332 -2.6035 -0.0875 0.1567 -0.1883
C -1.8822 5.7469 2.1442 0.1790 0.5539 0.0612
C -1.2900 4.9312 1.0123 0.2457 -0.7736 0.8679
C -0.0516 5.5107 0.3930 -0.3375 1.0340 -0.7202
O 0.9092 5.7407 1.4011 -0.5258 0.0357 -0.2498
C 2.1987 5.5054 0.9442 1.4630 -0.6257 0.5154
N -0.8841 3.5761 1.5744 0.0072 0.9330 -0.4500
H -2.0294 6.7989 1.8860 -0.3988 -0.2059 -0.4484
H -1.2051 5.8567 2.9957 -0.0030 -0.5964 0.0227
H -2.8224 5.2798 2.4324 -0.0325 0.2429 0.2944
H -2.0498 4.7636 0.2519 0.0781 0.0068 -0.1395
H -0.2894 6.4568 -0.1188 -0.0079 -0.0069 0.1404
H 0.3126 4.8582 -0.4136 0.1985 -0.1932 0.2853
H 2.8904 5.7516 1.7521 -0.1038 0.1731 0.0095
H 2.5234 6.0634 0.0608 -0.4180 0.1506 -0.0870
H 2.3560 4.4345 0.7581 -0.0907 0.0477 -0.2521
H -0.1997 3.2310 0.8944 -0.2054 -0.5980 0.1695
H -0.2947 3.8007 2.3755 -0.2072 -0.2053 0.1690
C 2.2646 5.4080 -5.5063 0.0645 -0.6307 0.3768
C 1.6929 5.0361 -4.1372 -0.2410 0.6960 -0.4923
C 2.4904 3.8915 -3.5438 0.4001 0.0623 -0.5846
O 2.2109 3.7734 -2.1772 -0.8786 -0.5982 0.2083
C 2.9905 2.7810 -1.5584 0.8281 0.2429 0.8473
N 1.6889 6.2452 -3.2682 0.6460 -0.9928 0.2056
H 1.6229 6.1157 -6.0220 0.1815 0.2963 0.0884
H 2.3536 4.5298 -6.1517 -0.0257 -0.0342 0.0754
H 3.2782 5.7762 -5.3275 -0.0722 0.3252 -0.3650
H 0.6560 4.7253 -4.2968 -0.0366 -0.0346 0.3167
H 3.5673 4.0822 -3.7023 -0.0410 0.0605 0.1591
H 2.2690 2.9626 -4.0872 -0.0965 -0.0412 0.1277
H 3.1629 1.8809 -2.1527 0.0192 0.2197 -0.3444
H 2.5707 2.4199 -0.6157 -0.5079 0.3458 -0.1589
H 3.9299 3.2779 -1.2793 0.2964 -0.5307 -0.1909
H 1.7221 5.8418 -2.3283 -0.4436 0.3582 0.0405
H 2.6343 6.6321 -3.3282 -0.1903 0.2254 -0.2364
C -1.5631 -5.8630 1.4096 1.4458 1.1523 0.1871
C -0.2343 -6.1377 0.6948 -0.2389 -0.6116 -0.6925
C -0.2960 -7.4156 -0.1231 0.9490 -0.9927 0.2249
O -1.3539 -7.3807 -1.0320 -0.2678 0.3989 -0.0655
C -1.5285 -8.5934 -1.7214 0.5470 0.4576 -0.2016
N 0.1606 -5.0780 -0.2127 0.7742 0.4504 -0.2556
H -2.3365 -5.7767 0.6547 -0.3901 -0.3629 0.2740
H -1.4050 -4.8640 1.8392 -0.4083 -0.0453 0.0790
H -1.7172 -6.5227 2.2597 -0.4535 -0.3357 -0.2701
H 0.5956 -6.3101 1.3890 -0.1989 0.1897 0.2630
H -0.3389 -8.3272 0.5017 -0.4994 0.3457 0.3027
H 0.6703 -7.5833 -0.6377 -0.1751 0.4325 -0.2143
H -0.5691 -8.8991 -2.1611 -0.0789 -0.2176 0.0508
H -2.2037 -8.3706 -2.5426 -0.2763 -0.3070 0.0899
H -1.8946 -9.3664 -1.0423 -0.1319 -0.1438 -0.1606
H 0.1156 -4.1352 0.1379 -0.1971 -0.0040 0.2677
H -0.2036 -5.1004 -1.1519 -0.3662 -0.3035 0.1323
```
Positions in Å, forces in eV/Å.

Its multiplicity is 6. Its expectation value of S² is 8.755. Its HOMO energy (spin up / spin down) is -8.846 / -8.884 eV. The calculation puts the relative energy (zero: lowest compared OMol25 entry of this formula, charge and spin) at 0.0 kJ/mol. For the total energy, the calculation gives -4040.30038 Ha.


No. 2
This record from OMol25 describes 9 unconnected molecules or ions with the total composition C28H76BBrN20O15PS in a non-equilibrium geometry. The level of theory is ωB97M-V/def2-TZVPD.

```
143
Properties=species:S:1:pos:R:3:forces:R:3
C -7.3743 -2.9150 0.0645 -0.0435 -0.7140 0.1851
C -7.4659 -1.4002 0.5770 -0.5226 0.2099 0.4878
C -7.4276 -0.2918 -0.5748 -0.0616 -0.9623 -1.1815
C -6.0500 -0.3093 -1.4431 -2.4896 0.6231 0.0636
N -4.9672 0.2154 -0.5945 0.3384 0.1307 0.3013
C -3.8154 0.8690 -1.2609 -1.4280 -1.1833 -1.7338
C -4.2665 2.3220 -1.7609 0.5138 0.0205 -1.0353
B -5.5233 3.0070 -1.0094 -2.8954 0.4900 0.4173
O -5.5520 3.6095 0.2898 1.2185 -0.3062 -1.8952
O -6.7803 3.0741 -1.7544 2.0484 -0.9866 1.1464
C -3.4070 -0.1074 -2.5079 1.8304 0.1961 -1.7032
S -3.1609 -1.9001 -1.9606 -0.7181 0.0858 0.3794
C -2.0092 0.3169 -3.2319 -0.8727 1.0521 -1.5064
N -1.2318 -0.8231 -3.7871 0.6370 1.0313 -0.1100
C -2.3884 1.2020 -4.5646 1.5555 0.3279 1.3750
P -3.1990 0.3232 -5.9713 -3.0462 1.5288 -4.5384
O -4.2627 1.2432 -6.6052 2.3773 -2.0566 1.9063
O -2.0275 0.0158 -7.1931 -1.9477 0.1098 2.4517
O -3.9445 -1.1569 -5.6390 1.5445 1.5081 0.3801
C -1.1122 1.3543 -2.3431 -1.9408 1.2045 -1.2103
N 0.2339 1.6077 -2.8364 -1.5533 -0.7673 0.9011
C 1.3093 0.6477 -2.7643 3.4255 0.1384 -0.6089
C 2.2625 0.8227 -4.0822 0.4889 -0.8722 0.3115
C 2.3515 -0.5265 -4.9634 0.3455 0.6659 -0.9703
C -1.3312 1.3156 -0.7404 3.5858 1.2111 0.9655
C -0.9777 2.8636 -0.3240 -0.9063 1.2927 -0.2912
C -0.1901 3.1233 1.0090 3.7979 -0.3222 1.0663
O 0.9963 2.9267 1.2868 -4.6738 0.4328 -1.7460
Br -1.2027 4.0579 2.4913 0.1219 -0.6121 -0.8154
C -0.2743 0.4082 0.0663 0.9480 -0.4615 -1.1152
C -0.1550 -1.1208 -0.3639 1.6987 -1.1240 0.7224
C 1.3786 -1.5824 -0.0612 -0.4594 0.2069 0.5067
O -0.9844 -2.0227 0.4573 -0.5741 1.8645 0.0352
N -2.6889 0.8969 -0.2550 -1.0663 -1.0901 1.0225
C -3.0987 1.4968 1.0884 0.5086 0.8596 2.0746
H -6.9586 -3.0448 -0.9889 -0.4770 0.3680 1.3455
H -6.7160 -3.5671 0.7520 -0.9935 1.1483 -1.0208
H -8.4086 -3.4191 0.0641 1.5270 0.9083 -0.0334
H -8.4867 -1.2949 1.1018 1.6349 -0.0424 -0.6921
H -6.6799 -1.1941 1.3976 -1.0816 -0.2614 -1.3576
H -7.6922 0.7557 -0.2038 0.5818 -1.4509 -0.2388
H -8.2462 -0.5845 -1.3377 1.1318 0.4800 1.1864
H -6.2301 0.3982 -2.3243 0.3946 -0.9861 1.1594
H -5.9461 -1.3767 -1.8224 0.3985 1.4195 0.4039
H -4.7000 -0.5309 0.0610 0.1106 0.3846 -0.4813
H -4.5768 2.1863 -2.8657 0.3721 0.3213 1.7785
H -3.4450 3.1129 -1.7715 -0.6654 -1.2835 0.0344
H -5.7733 4.5629 0.2584 -0.3066 -0.8425 0.0938
H -7.4662 2.5322 -1.3129 0.3202 0.8128 -0.1917
H -4.1839 -0.0420 -3.3577 0.8636 -0.1291 1.8682
H -3.1657 -2.7113 -3.0882 -0.1529 1.3061 0.5051
H -1.7765 -1.4669 -4.3685 -0.1658 0.3218 0.4665
H -0.5664 -0.3821 -4.4577 -0.3695 -0.5725 0.7446
H -2.9879 2.1411 -4.3128 0.4040 -1.4416 -0.6658
H -1.3620 1.5923 -4.9305 -1.6552 -0.6861 0.1872
H -2.5435 0.1163 -8.0279 0.3729 -0.0531 0.6596
H -4.9173 -1.1264 -5.7624 0.7521 0.4532 -0.1358
H -1.6332 2.3633 -2.6074 0.6190 -1.7350 0.5040
H 0.3243 2.3897 -3.4863 0.0364 -0.7247 0.4437
H 1.0865 -0.4617 -2.7010 -0.4921 1.6247 -0.0355
H 2.0084 0.9014 -1.8759 -1.1590 -0.5233 -1.1251
H 3.3316 1.0485 -3.7364 -1.5621 -0.1761 -0.4914
H 1.9468 1.7091 -4.7343 0.2175 -1.2241 0.9254
H 3.2438 -1.1942 -4.6742 -1.5689 1.0033 -0.1813
H 2.5532 -0.2033 -6.0472 -0.1909 -0.5708 1.5280
H 1.3845 -1.1310 -4.9865 1.2791 0.7448 0.2654
H -1.9259 3.5241 -0.2961 1.4074 -1.2313 0.1616
H -0.3530 3.3855 -1.1462 -0.6140 -1.3513 1.3065
H 0.7766 0.8499 -0.1157 -1.8701 -0.4952 0.2473
H -0.4027 0.4204 1.2025 -0.0606 0.2144 -1.4405
H -0.4033 -1.3669 -1.4412 0.0071 0.6267 1.2666
H 1.4129 -2.6578 0.3745 -0.0952 1.8689 -1.0032
H 1.7627 -0.9012 0.7737 -0.2830 -0.9892 -1.0561
H 2.0575 -1.4464 -0.9687 -0.9268 -0.2765 1.2331
H -1.2752 -1.5381 1.2640 0.6195 -0.6864 -0.6484
H -2.5917 -0.1057 0.0427 0.2634 0.4948 -0.8223
H -2.2092 1.4313 1.8222 -1.2242 0.0169 -1.4993
H -3.9189 0.9112 1.6110 0.8566 0.7122 -1.2493
H -3.3715 2.5938 1.0307 0.0720 -1.5097 -0.2733
C -2.5725 8.1843 3.6769 -0.3902 0.1174 0.3824
O -3.4534 7.7754 4.4174 0.1377 -0.1220 -0.1205
N -1.7344 7.3489 3.0106 0.2829 -0.6295 -0.2535
N -2.3551 9.5037 3.4562 -0.1360 0.6170 0.0184
H -1.0032 7.6597 2.3970 -0.0300 -0.0189 0.0897
H -1.8681 6.3619 3.1524 0.0202 0.3984 -0.0833
H -2.9575 10.1540 3.9339 0.1241 -0.1023 -0.0707
H -1.6368 9.8588 2.8520 -0.0422 -0.0390 0.0734
C 2.1185 -4.9169 2.5401 0.2324 -0.5963 -0.0123
O 2.3158 -3.8091 2.0475 -0.1601 0.1796 -0.0833
N 2.8104 -6.0144 2.1678 -0.3817 0.7231 -0.2486
N 1.1859 -5.1348 3.5023 -0.6266 0.4620 0.5291
H 2.6635 -6.9268 2.5574 0.0425 0.0478 -0.1484
H 3.5128 -5.8952 1.4559 0.1171 -0.3365 0.2645
H 0.6477 -4.3414 3.8082 0.0954 -0.1850 -0.0182
H 1.0097 -6.0317 3.9165 0.0448 0.0510 -0.0928
C -0.7699 4.5765 7.4415 0.0448 0.0141 0.3902
O -0.2573 4.3408 8.5249 0.0651 -0.1835 -0.1429
N -0.0557 4.6133 6.2876 0.6122 -0.1665 -0.4890
N -2.0956 4.8224 7.2979 -0.6261 -0.0424 0.1798
H -0.4566 4.8047 5.3877 0.0376 0.0393 0.1334
H 0.9337 4.4367 6.3543 -0.1487 0.1181 -0.0200
H -2.6584 4.8044 8.1326 0.0988 0.0491 -0.1509
H -2.5363 5.0193 6.4176 0.0431 0.1248 0.0867
C 5.9738 -7.4491 1.7718 0.3305 0.1636 -0.2858
O 4.9290 -7.0611 1.2597 0.4327 -0.3902 -0.1597
N 7.1878 -6.9912 1.3917 -0.0042 0.1231 -0.3243
N 6.0010 -8.3721 2.7645 -0.4447 -0.4281 0.4525
H 8.0544 -7.2951 1.7984 0.0203 0.2578 0.0037
H 7.2091 -6.3042 0.6570 0.1025 -0.1069 0.1743
H 5.1167 -8.7380 3.0756 0.2034 0.0106 -0.0511
H 6.8442 -8.7028 3.1968 -0.0414 0.0650 -0.0671
C 4.4001 2.6469 -6.7495 0.1512 -0.4667 -0.2258
O 4.3603 1.5427 -7.2689 -0.1101 0.1359 0.1582
N 3.3425 3.4992 -6.7577 -0.8414 0.2405 -0.0079
N 5.5031 3.1207 -6.1185 0.6224 -0.0280 0.3205
H 3.3552 4.4103 -6.3368 0.0544 -0.0538 -0.0860
H 2.5037 3.1849 -7.2173 0.1879 0.0936 -0.0081
H 6.3099 2.5188 -6.0909 -0.1254 0.1258 -0.0313
H 5.5550 4.0248 -5.6857 -0.0017 -0.0587 -0.0765
C 1.0462 -6.7553 -1.5622 -0.0359 -0.3119 0.4717
O 0.7372 -7.6515 -0.7929 -0.0165 0.1236 -0.1542
N 1.5792 -5.5809 -1.1418 0.1629 0.5120 0.4999
N 0.8828 -6.8565 -2.9069 -0.2708 -0.2969 -0.7521
H 1.8394 -4.8325 -1.7574 0.0004 -0.0917 0.0433
H 1.7163 -5.4680 -0.1483 0.0318 0.0150 -0.1627
H 0.4898 -7.7143 -3.2578 0.0989 0.1489 0.0613
H 1.1303 -6.1327 -3.5562 0.0261 -0.0688 0.0808
C 3.6032 3.8928 9.5391 -0.2477 0.4490 -0.0614
O 3.4204 5.0959 9.4400 0.1420 -0.1641 -0.0357
N 2.6674 2.9776 9.1820 -0.5956 -0.2361 -0.4314
N 4.7608 3.3657 10.0159 0.8037 -0.0381 0.2886
H 2.7997 1.9857 9.2557 0.0404 0.1044 0.0576
H 1.7913 3.3303 8.8228 -0.0813 0.0401 0.2252
H 5.4803 4.0134 10.2917 -0.1424 -0.1251 -0.0325
H 4.9316 2.3810 10.1055 -0.0514 0.0875 0.0025
C 9.9996 -4.4476 1.3955 0.0214 -0.2363 0.1279
O 9.6881 -5.4944 1.9444 0.0150 0.0022 -0.0724
N 9.2006 -3.3517 1.4056 -0.6400 0.3459 0.1438
N 11.1701 -4.2915 0.7294 0.5865 -0.2258 -0.2498
H 9.4370 -2.4833 0.9619 0.0148 -0.0852 0.0417
H 8.3217 -3.4290 1.8913 0.1590 0.0339 -0.0615
H 11.7905 -5.0839 0.7001 -0.0920 0.1560 0.0051
H 11.4444 -3.4410 0.2727 -0.0361 -0.0619 0.0558
```
Positions in Å, forces in eV/Å.

Its HOMO energy is -10.518 eV. The calculation puts the relative energy (zero: lowest compared OMol25 entry of this formula, charge and spin) at 625.1 kJ/mol. For the total energy, the calculation gives -6674.67979 Ha. As for the net charge: +1.